Entry from OMol25: a molecular structure, C36H102As3F21N12O22 at a distorted geometry (ωB97M-V/def2-TZVPD).

Cartesian coordinates (Å):
H: 0.2806 2.9959 -0.1683
C: 4.0234 -3.8386 3.7757
N: -5.8444 1.2722 0.1877
H: -5.1004 -0.5860 -1.8498
N: -2.6900 1.4028 2.1915
H: 0.6547 -4.0404 -3.4025
F: -3.3849 -2.6680 -2.6926
H: 1.6448 -3.0623 3.9712
F: -1.9964 -4.7560 -3.1914
H: 1.7747 -0.4178 3.7523
H: -1.2090 0.3863 0.0865
H: 2.3664 0.3897 5.0827
N: 0.6678 4.4733 3.9422
C: -6.3225 -0.8688 1.4656
C: -0.4605 -1.5918 6.9283
H: 5.3605 -1.5548 3.7270
F: 0.6198 -2.0922 9.1222
H: 3.3231 -2.4574 0.1766
H: -2.1040 3.1796 -4.7266
C: -2.8504 3.8079 -6.6825
N: -4.8945 3.5435 -2.7675
H: -0.5865 0.0425 4.6956
H: -0.2248 2.3199 1.2369
F: 5.9361 1.1923 -2.0854
O: 0.5807 -1.0407 6.1559
H: 5.6086 -3.3688 -2.6420
O: -1.5138 1.5672 2.5351
H: 0.1084 -4.3503 1.4261
H: 4.5498 -1.0754 2.2231
H: -2.7790 -4.6180 4.5672
N: -1.9870 -4.2341 4.0717
H: 3.9557 4.8140 8.6972
H: -2.9046 4.6589 -7.3614
C: 0.1475 0.3417 -8.7947
O: 0.2165 -2.6455 2.5154
H: 4.4332 -5.3577 6.1636
F: 4.5293 1.2167 0.0145
C: 1.4734 0.1753 0.9596
H: -1.3395 -5.0059 4.0004
H: 1.3949 -1.2913 -9.2507
C: 3.9268 4.1997 6.5677
H: -5.2490 -2.0450 -0.9125
O: -7.3603 -0.3239 2.1889
C: -2.0525 0.6854 -2.3827
C: 0.6827 3.3273 -3.9216
N: -0.1279 5.9166 -1.1154
H: 1.9098 -0.0428 -10.0768
C: 3.2755 -3.8208 5.0531
C: 4.3927 -1.4359 3.2397
H: 0.1541 1.4286 -8.8770
O: -5.0473 2.4289 -2.3900
C: -6.1655 -0.2292 0.0210
C: 0.3155 0.0965 5.3051
H: 3.8054 -4.7498 3.2187
H: 5.3170 -4.7419 -2.0817
C: -0.5389 4.1392 -5.9048
H: -1.7881 5.4599 -3.9200
C: -5.0880 -0.9702 -0.8298
As: -1.9664 -3.4279 -1.9452
H: 4.4918 -4.2885 -3.4253
H: -1.3349 -0.9772 6.7145
H: 2.3007 0.6667 1.4716
H: 2.2128 3.2496 5.8431
H: 0.5064 -2.8276 0.4228
H: -2.7566 0.5191 -1.5674
H: -1.8501 -0.2437 -2.9156
O: 2.5611 -3.3156 -4.0029
F: -0.4690 -4.1467 -1.1995
O: -1.0285 1.2441 -1.7162
C: -1.2032 -2.3400 2.6515
C: 2.8189 -2.6525 -2.7420
H: 3.7943 2.7337 2.3485
N: 1.8436 -3.7407 4.6925
N: 4.8156 -3.9820 -2.5190
H: 3.0787 -4.2960 -1.4395
H: 1.2792 -4.7860 -4.8546
H: 1.6721 -3.5415 1.4457
O: 1.1167 4.0736 2.8865
C: -0.4211 0.4988 -0.6582
F: -2.9343 -4.4495 -0.8719
H: -1.4713 -3.7184 4.7703
O: 3.6259 -2.6589 3.0351
H: 2.2321 -0.1673 -8.4869
O: -4.4694 4.4464 -2.0473
O: 0.2841 3.7363 4.8395
H: -0.7926 -0.1175 -10.7629
H: -1.8074 -4.3145 1.9893
C: 3.6567 -3.4181 -1.7282
H: -2.4915 2.8779 -7.1234
N: 0.5531 2.3958 0.5971
F: -2.8640 0.1408 -5.3034
F: -0.8825 -2.3708 -2.9676
F: -5.4053 -0.2109 -4.6089
H: 0.2511 0.9986 5.9136
H: 4.7516 -3.3441 0.1465
H: 1.3455 1.2576 3.7509
H: 5.3021 3.5233 2.7593
H: 0.7412 2.3608 -4.4221
F: 0.3585 -0.0440 8.6083
H: 0.7714 -0.1165 1.7408
O: 3.9381 3.6769 4.2905
F: 3.4158 0.7462 -2.1999
H: -2.1659 6.1276 -5.2317
H: 3.2988 -1.7143 -3.0205
H: -7.1246 -0.1942 -0.4957
H: -6.8738 -1.7084 3.7452
H: 1.9004 -5.2178 -3.3248
H: -1.4500 -1.7676 1.7573
H: 1.6854 0.2132 -4.3871
H: -0.2381 3.1925 -6.3537
H: -0.3300 -1.1160 -7.2659
C: -2.1444 -3.5659 2.7063
H: 1.5669 3.5588 -3.3277
H: -2.5190 1.4241 -3.0344
H: -0.3352 4.8571 -6.6993
H: -8.3223 -0.7580 4.0329
O: -3.2903 0.3188 2.2704
C: 4.4772 2.9425 3.1720
C: 3.4156 -5.1739 5.8188
F: -1.3109 -1.2879 9.1651
C: 0.5978 -3.3787 1.3588
O: 0.4320 4.4112 -4.8657
C: -7.7114 -1.2136 3.2535
F: -4.6970 1.2210 -6.5041
H: 1.5223 1.4104 -0.8276
H: 2.7738 -5.2644 6.6952
H: -4.0829 -0.8042 -0.4422
As: -4.3760 -0.4845 -6.0839
H: -6.2728 -1.9531 1.3658
F: 3.0906 3.0351 -1.0265
H: 3.1581 -6.0301 5.1953
H: 1.9480 -2.2048 -2.2633
H: -4.3689 -3.9053 2.1645
H: 3.5079 -2.9002 5.5885
F: -4.1964 -2.2126 -5.6667
H: 5.3595 2.9246 5.6763
As: 4.5019 2.0836 -1.5408
H: 5.1078 -3.7780 3.8678
O: -0.0245 5.0514 -0.2610
O: -0.8332 5.7133 -2.0666
N: 2.7599 3.2765 6.6916
H: 5.4222 5.0771 7.7098
H: -0.8773 -1.4480 -9.5495
C: -0.9256 -0.3712 -9.7112
C: -0.0108 -0.0741 -7.2890
H: -6.4724 1.6179 0.8992
H: -5.4555 -0.4740 1.9951
C: -0.1928 -1.2563 8.4490
C: 1.5737 -4.3512 -3.8995
H: 1.5116 -4.6430 4.3830
H: -4.8847 1.3189 0.4992
H: 1.9106 -0.7215 0.5207
C: -3.6499 -3.1258 2.4166
H: -0.1119 3.2077 -3.1851
O: -5.2335 3.8583 -3.8877
H: 3.8714 -0.7116 3.8656
N: 1.5104 -0.2902 -9.1827
H: 1.3377 2.9317 0.9395
H: 4.7166 -1.7084 -0.5740
O: 1.1113 0.2153 -6.4678
C: -2.0007 4.0388 -5.3894
H: 5.5503 4.5794 5.1272
O: -0.7172 -2.8714 6.3366
H: -3.7290 -2.5049 1.5242
H: 1.2080 -3.3539 5.3755
H: 2.9976 2.3256 6.9353
H: -3.8941 3.5984 -6.4486
H: 3.4901 5.1817 6.3860
C: 1.5067 0.4068 4.4128
H: -4.1272 -2.5529 3.2116
O: 0.4328 6.9903 -0.8791
O: -3.1895 2.2886 1.5352
H: 2.0486 3.4823 7.3784
H: -3.3172 5.2659 -4.2895
H: 5.0734 3.5156 8.4089
F: -3.4508 -0.7016 -7.6117
H: -0.1315 -0.4812 -1.0373
C: 0.8433 0.0382 -5.0566
H: 4.9721 2.0153 3.4613
H: -1.3925 -1.7433 3.5437
F: 5.6918 3.2968 -0.8411
H: -0.8343 0.6008 -7.0556
C: 4.6123 4.3850 7.9403
H: -8.3155 -2.0113 2.8213
F: 4.5045 2.9158 -3.1181
C: 4.8116 3.8146 5.3668
F: -2.0556 -2.1440 -0.7086
C: 0.8281 1.0851 -0.0527
H: 0.8026 -1.0492 -4.9924
O: 0.6666 5.6897 4.1426
F: -5.9277 -0.9604 -6.9157
H: -1.8862 0.0331 -9.3921
H: -5.7140 1.7778 -0.6769
C: 4.1791 -2.6509 -0.4698
H: -0.1164 0.3928 -4.6806
N: -2.3984 5.2959 -4.7079

Atomic forces in eV per Å
H -1.0 1.2 -0.4
C 0.7 1.8 -1.2
N 0.8 -2.6 0.4
H 0.0 0.1 -0.1
N 0.8 0.1 -2.2
H 0.1 0.5 -0.1
F 1.4 -1.0 0.7
H 0.1 0.5 -1.3
F 0.5 1.7 1.5
H -0.5 -0.4 -0.2
H 0.0 -0.4 0.5
H 0.4 1.0 0.0
N 0.9 3.2 -0.3
C 2.3 1.9 -1.8
C -1.3 -1.0 -3.0
H 0.2 -0.7 -0.1
F 0.7 -0.6 -0.5
H -0.2 0.2 -0.2
H -0.2 0.3 0.2
C -0.7 -0.3 1.4
N 0.0 3.8 0.0
H -0.2 -0.4 0.2
H -0.5 0.4 1.1
F -1.0 -0.1 0.4
O 1.6 0.7 -0.6
H -0.2 1.3 -0.4
O 1.2 -1.0 1.5
H 0.0 0.0 -0.9
H 0.0 0.5 0.2
H -0.8 0.2 -0.3
N 0.7 -1.0 -0.3
H -0.1 0.2 -0.3
H 0.7 0.0 -0.1
C 0.3 -2.1 0.5
O -0.5 0.0 1.3
H 0.0 0.2 -0.1
F -0.2 0.3 -0.8
C 0.2 -0.3 0.4
H 0.0 -0.7 -0.5
H -0.4 -0.5 0.2
C 0.0 1.2 1.2
H -0.3 0.1 0.3
O -1.8 -0.3 1.1
C -2.5 -0.8 0.4
C -0.8 0.5 -0.1
N 1.1 1.5 2.6
H -0.1 0.6 -0.4
C -0.4 -1.5 1.3
C -0.2 -0.5 -0.4
H 0.5 -0.2 -0.3
O -0.5 -4.8 2.2
C -0.3 -0.5 0.3
C 0.3 0.8 0.2
H -0.3 0.1 -0.4
H -0.5 -0.8 0.5
C 1.3 -0.5 2.1
H 0.9 -0.3 1.5
C -0.5 1.0 0.2
As -0.9 0.2 -1.4
H -0.4 0.0 -0.7
H -0.4 0.3 0.3
H 0.0 0.2 -0.1
H -0.7 0.0 -1.5
H -0.8 -0.2 0.1
H -1.0 -0.7 -0.5
H 0.2 0.0 0.0
O 0.2 -0.4 1.3
F -1.1 0.6 -0.7
O 4.9 2.0 1.1
C 0.1 -0.4 -1.1
C -0.1 1.6 -0.9
H -0.5 0.4 0.6
N -0.1 0.3 -0.4
N 1.0 -0.3 0.4
H 0.1 -0.1 0.3
H 0.4 0.6 -0.3
H 0.2 -0.1 0.3
O 0.5 -2.0 -1.7
C -1.2 -0.1 -0.9
F 0.6 0.6 -0.5
H 0.3 2.1 1.4
O 0.4 -0.5 0.2
H 0.2 0.5 0.8
O 1.1 0.5 1.5
O -0.3 -2.7 2.1
H 0.1 0.0 0.0
H -0.4 0.1 -0.1
C 0.1 0.4 0.2
H 0.1 0.2 -0.4
N -0.5 -0.3 -1.4
F -1.1 -1.2 -0.6
F -0.8 -1.4 1.1
F 1.8 -0.5 -1.3
H -0.6 0.0 0.3
H 0.4 -0.1 -0.1
H 0.1 0.4 0.6
H 0.0 0.3 -0.3
H 0.4 0.2 -0.3
F -0.2 0.4 -0.5
H -0.2 -0.1 -0.1
O -0.4 -1.4 -0.6
F 1.0 1.2 0.6
H -0.7 0.2 -0.8
H 0.7 -0.1 -0.2
H 0.0 -0.4 0.0
H 0.5 0.3 -0.1
H 0.5 -0.1 0.3
H -0.4 0.1 0.1
H 0.1 1.1 -0.6
H -0.4 -0.5 -0.1
H -0.1 -0.2 0.4
C -1.2 0.9 -0.4
H 0.2 0.1 -0.5
H 0.2 -0.1 -0.1
H -0.5 0.5 0.2
H 0.2 0.5 -0.3
O -0.2 -1.5 1.2
C 1.2 0.6 0.0
C 0.4 0.6 0.4
F -1.0 0.3 -0.2
C 0.4 0.1 0.7
O -0.4 -0.4 -0.2
C -0.7 -0.3 -0.3
F 0.4 -1.3 -0.1
H 0.1 -0.7 -0.2
H -0.1 0.4 0.0
H -0.1 0.0 0.2
As -2.8 0.5 0.6
H -0.5 -0.1 0.1
F 1.2 -1.0 -0.3
H 0.0 0.1 -0.4
H -0.7 -0.8 0.1
H 0.5 -0.7 0.3
H 0.0 -0.3 0.4
F 0.6 1.9 -0.3
H 0.1 -0.6 -0.4
As 1.2 1.3 -0.5
H 0.1 -0.3 0.5
O 0.5 -2.9 1.5
O -1.9 -0.2 -3.7
N -0.2 -0.6 0.0
H 0.0 0.2 0.4
H -0.2 0.0 0.0
C 0.9 1.4 1.2
C -0.6 1.4 -0.7
H 0.0 0.8 -0.1
H 0.9 -0.8 -0.1
C 0.5 -1.6 0.1
C -0.8 -0.6 0.5
H -0.2 -0.2 -0.1
H 0.9 0.3 1.3
H -0.2 -0.1 -0.2
C 0.5 -0.2 0.0
H -0.4 0.3 0.0
O -0.4 0.4 -3.7
H -0.4 -0.1 -0.3
N 0.0 0.2 -0.4
H 0.4 -0.1 0.9
H 0.0 -0.1 -0.6
O 0.1 0.9 -0.9
C 0.3 0.0 -2.8
H 0.1 0.3 0.4
O 0.8 0.9 1.9
H 0.7 0.2 0.0
H -1.1 0.1 1.9
H 0.6 -0.5 -0.3
H 0.0 -0.1 0.4
H -0.3 -0.1 -0.4
C 0.2 -1.7 0.1
H 0.5 0.1 0.3
O 0.2 1.0 -1.1
O -1.8 1.8 -0.8
H -0.1 1.0 0.5
H -1.2 0.0 0.0
H -0.1 -0.4 -0.4
F -0.3 0.1 1.0
H -0.1 -0.4 0.0
C -0.1 -2.7 -0.2
H -0.3 -0.4 0.5
H 0.5 0.2 -0.1
F -1.9 -1.4 -0.8
H -0.5 -0.5 0.8
C 0.5 -0.1 -0.7
H -0.1 -0.2 0.0
F -0.3 -0.8 1.5
C -0.7 0.1 0.6
F 0.7 -1.0 -0.5
C 0.8 1.2 -0.3
H -0.6 -0.4 0.4
O -0.2 0.9 0.4
F 1.9 0.5 0.4
H -0.2 -0.4 0.0
H -0.8 0.9 -1.4
C -0.9 -0.9 -0.1
H 0.1 0.5 -0.4
N 1.3 -0.3 0.6

Output
Highest occupied orbital energy: -5.95 eV
LUMO: -1.72 eV
Orbital gap: 4.23 eV
Relative energy (zero: lowest compared OMol25 entry of this formula, charge and spin): 2.0333 eV